No. 1
Formula: C5H4O2
Source: the Open Molecules 2025 dataset
Level of theory: ωB97M-V/def2-TZVPD

For the HOMO energy, the calculation gives -9.2 eV. As for the energy above the lowest of the compared OMol25 structures with the same formula, charge and spin: 2.299 eV. The LUMO energy is -0.2 eV. Its SMILES is O=c1cccco1. The calculation puts the HOMO-LUMO gap at 8.993 eV.

Atoms and positions in Å:
1 O -1.41 0.74 -1.55
2 C -1.12 0.57 -0.40
3 O -0.37 1.53 0.29
4 C 0.88 1.10 0.58
5 C 1.19 -0.18 0.36
6 C 0.10 -1.09 -0.01
7 C -1.21 -0.76 0.20
8 H 1.52 1.91 0.93
9 H 2.19 -0.57 0.49
10 H 0.24 -1.81 -0.80
11 H -2.01 -1.43 -0.10

=====

No. 2
Formula: C5H11P
Source: the Open Molecules 2025 dataset
Level of theory: ωB97M-V/def2-TZVPD

For the HOMO energy (spin up / spin down), the calculation gives -8.5 / -7.7 eV. As for the energy above the lowest of the compared OMol25 structures with the same formula, charge and spin: 4.165 eV. The LUMO energy (spin up / spin down) is -0.3 / 0.2 eV. The calculation puts the HOMO-LUMO gap (spin up / spin down) at 8.151 / 7.919 eV.

Atoms and positions in Å:
1 C -0.11 0.98 -0.99
2 C -0.41 1.40 -2.23
3 C -0.49 1.60 0.32
4 C -1.09 -1.98 1.77
5 C 1.79 -0.82 -0.22
6 P 0.14 -0.89 -0.88
7 H -0.71 2.35 -2.36
8 H -0.24 0.86 -3.12
9 H -1.68 1.56 0.46
10 H -0.31 2.73 0.46
11 H -0.15 0.93 1.14
12 H -0.99 -1.09 2.23
13 H -2.04 -2.56 1.77
14 H -0.12 -2.53 1.82
15 H 2.55 -0.41 -0.99
16 H 1.84 -0.19 0.71
17 H 2.03 -1.94 0.11